Record 1
A cluster of 18 separate species, C19H8BCl68OPS in total in a non-equilibrium geometry, computed with the ωB97M-V functional and the def2-TZVPD basis.

Each line ends with the Löwdin charge.
Positions of all 99 atoms, in Å:
C1 -0.4066 -0.5170 -7.3865  -0.113
C2 -1.5907 0.0332 -6.6023  -0.214
B1 -2.9532 -0.5727 -7.0669  -0.803
O1 -3.2046 -1.8904 -6.9358  0.089
P1 -4.4037 0.4812 -7.8537  0.553
S1 -4.3020 2.4483 -7.0989  0.260
H1 -0.4436 -0.1818 -8.4011  0.011
H2 -0.3217 -1.5837 -7.3214  0.066
H3 0.4874 -0.0845 -6.9816  0.067
H4 -1.4861 -0.1605 -5.5489  0.096
H5 -1.6185 1.0900 -6.7812  0.033
H6 -4.0770 -2.0426 -6.5538  0.084
H7 -4.0793 0.5372 -9.2272  -0.126
H8 -3.0820 2.6400 -6.5701  -0.223
C3 -3.2011 4.4238 -3.5767  -2.028
Cl1 -3.6287 5.7389 -4.6746  0.537
Cl2 -3.2026 5.0021 -1.8975  0.479
Cl3 -4.3900 3.1205 -3.6828  0.490
Cl4 -1.6005 3.8040 -4.0123  0.525
C4 -4.7178 -0.6697 -2.0953  -2.039
Cl5 -4.3757 -2.2610 -1.4228  0.511
Cl6 -4.3249 -0.6703 -3.8222  0.553
Cl7 -6.4241 -0.2789 -1.8843  0.513
Cl8 -3.7212 0.5345 -1.2838  0.526
C5 -1.4046 5.1005 1.8112  -2.022
Cl9 -0.9573 3.6607 0.8837  0.513
Cl10 -2.6538 6.0076 0.9384  0.501
Cl11 -2.0427 4.6022 3.3780  0.506
Cl12 0.0245 6.1072 2.0652  0.512
C6 -0.2724 2.8139 -10.2002  -2.043
Cl13 1.0405 1.7297 -9.7450  0.554
Cl14 0.0581 4.4392 -9.5939  0.531
Cl15 -0.4111 2.8559 -11.9591  0.532
Cl16 -1.7797 2.2257 -9.5069  0.547
C7 4.1445 5.3976 1.0440  -2.045
Cl17 2.6583 4.4576 0.8830  0.501
Cl18 5.0072 5.4084 -0.4844  0.487
Cl19 3.7406 7.0566 1.5045  0.529
Cl20 5.1440 4.6721 2.2950  0.522
C8 -3.1388 -6.1558 -1.5979  -2.052
Cl21 -2.0948 -7.4254 -0.9643  0.516
Cl22 -2.1520 -4.9804 -2.4739  0.491
Cl23 -4.3341 -6.8495 -2.6927  0.541
Cl24 -3.9611 -5.3446 -0.2606  0.511
C9 -2.3369 3.1570 7.0709  -2.042
Cl25 -1.8622 1.7785 6.0662  0.508
Cl26 -3.6511 4.0372 6.2699  0.511
Cl27 -2.8859 2.5766 8.6403  0.513
Cl28 -0.9529 4.2365 7.2891  0.511
C10 7.6788 2.3168 -0.4415  -2.036
Cl29 8.8145 1.1792 0.2892  0.527
Cl30 7.9642 3.9329 0.2093  0.512
Cl31 7.9077 2.3384 -2.1896  0.513
Cl32 6.0256 1.8088 -0.0732  0.492
C11 2.6974 1.8986 8.4751  -2.047
Cl33 2.1100 1.7566 10.1343  0.525
Cl34 3.3566 3.5168 8.2172  0.527
Cl35 3.9662 0.6988 8.1972  0.502
Cl36 1.3515 1.6363 7.3599  0.493
C12 -10.6059 -1.7899 -2.4018  -2.064
Cl37 -10.2797 -3.3848 -1.7218  0.525
Cl38 -10.1917 -1.7837 -4.1165  0.527
Cl39 -12.3151 -1.4019 -2.2048  0.528
Cl40 -9.6286 -0.5838 -1.5602  0.495
C13 1.8055 -5.7705 0.4891  -2.042
Cl41 2.3222 -7.0583 -0.6265  0.497
Cl42 0.2589 -5.1259 -0.0432  0.485
Cl43 1.6309 -6.4463 2.1082  0.515
Cl44 3.0123 -4.4839 0.5047  0.531
C14 1.8064 -3.6769 -3.9217  -2.041
Cl45 0.6885 -2.5241 -3.1808  0.511
Cl46 2.0865 -5.0121 -2.8032  0.482
Cl47 1.1022 -4.2945 -5.4182  0.530
Cl48 3.3348 -2.8680 -4.2776  0.531
C15 -1.2496 -8.2272 4.8191  -2.066
Cl49 -2.0066 -9.7608 5.2522  0.527
Cl50 0.4590 -8.2664 5.2676  0.515
Cl51 -1.3886 -7.9678 3.0812  0.500
Cl52 -2.0515 -6.9106 5.6771  0.526
C16 5.9956 -0.0574 4.5370  -2.041
Cl53 5.6874 -1.7706 4.8205  0.507
Cl54 6.3864 0.2013 2.8389  0.507
Cl55 4.5606 0.8716 4.9826  0.504
Cl56 7.3589 0.4623 5.5366  0.522
C17 -3.5509 0.3286 12.1632  -2.069
Cl57 -4.5613 1.6212 12.8125  0.525
Cl58 -3.6853 -1.0991 13.1905  0.528
Cl59 -4.0838 -0.0673 10.5281  0.506
Cl60 -1.8698 0.8651 12.1126  0.515
C18 5.3619 5.0836 -4.3911  -2.068
Cl61 4.3837 6.4681 -3.8978  0.523
Cl62 5.0601 3.7288 -3.3084  0.482
Cl63 4.9392 4.6250 -6.0287  0.540
Cl64 7.0726 5.5160 -4.3183  0.524
C19 7.2865 -4.2049 8.2691  -2.062
Cl65 8.6568 -4.3989 9.3654  0.524
Cl66 5.7951 -4.0878 9.2061  0.523
Cl67 7.4911 -2.7379 7.3118  0.488
Cl68 7.1945 -5.5991 7.1900  0.523

Its spin multiplicity is 1. The total energy is -894200.9543 eV. The HOMO energy is -0.315 Eh. For the orbital gap, the calculation gives 8.43 eV. As for the charge: 0. The value obtained for the LUMO energy is -0.006 Ha.

***

Record 2
A structure of composition C19H8Cl5FNO5PdSbSe4, computed with the ωB97M-V functional and the def2-TZVPD basis.

Each line ends with the Löwdin charge.
Positions of all 45 atoms, in Å:
Pd1 0.3611 -0.7286 0.2858  0.579
Cl1 -5.2888 -4.0933 4.0449  0.597
C1 -3.7809 -3.3743 3.5832  -0.741
C2 -3.6120 -2.7947 2.3267  -0.707
Cl2 -4.9481 -2.8037 1.2218  0.637
C3 -2.4068 -2.2172 1.9560  -0.572
Cl3 -2.2652 -1.5266 0.3807  0.772
C4 -1.2683 -2.1660 2.8090  -0.521
O1 -0.1732 -1.6360 2.5101  -0.141
C5 -1.4936 -2.7784 4.0947  -0.611
Cl4 -0.1502 -2.7460 5.1809  0.675
C6 -2.6919 -3.3546 4.4627  -0.714
Cl5 -2.8642 -4.0642 6.0365  0.621
Se1 5.3834 1.8683 -1.5024  -0.066
Sb1 3.8700 1.8272 0.5674  -0.110
Se2 4.6532 3.1032 2.4049  -0.182
Se3 3.3929 3.1945 -1.5278  -0.027
Se4 2.7611 -0.2619 0.9906  0.168
O2 -0.3809 -3.3947 -2.3248  0.017
C7 0.3162 -2.6289 -1.6556  -0.691
O3 0.7335 -2.7523 -0.4464  -0.155
C8 0.7221 -1.3480 -2.3728  -0.178
C9 -0.2602 -0.5191 -2.9082  -0.028
C10 0.0881 0.5903 -3.6582  -0.003
C11 1.4334 0.8115 -3.9215  -0.182
C12 2.4307 -0.0060 -3.4225  -0.020
C13 2.0698 -1.0672 -2.6128  -0.026
N1 1.8104 1.9429 -4.7657  -0.363
O4 2.9410 1.9706 -5.2238  0.045
O5 0.9689 2.7897 -5.0009  0.047
H1 -1.3001 -0.7629 -2.7413  0.116
H2 -0.6558 1.2647 -4.0566  0.115
H3 3.4637 0.2061 -3.6426  0.095
H4 2.8288 -1.6879 -2.1558  0.118
F1 -1.4009 4.9631 1.3959  0.017
C14 -0.9675 3.6891 1.1781  -0.296
C15 -0.2611 3.4131 0.0281  -0.029
C16 0.1735 2.1074 -0.1796  -0.158
C17 -0.1057 1.0971 0.7385  -0.339
C18 -0.8027 1.4239 1.8961  -0.096
C19 -1.2436 2.7230 2.1207  -0.023
H5 -0.0488 4.2022 -0.6811  0.112
H6 0.7453 1.8811 -1.0694  0.045
H7 -0.9887 0.6555 2.6385  0.093
H8 -1.7881 2.9880 3.0184  0.110

Its spin multiplicity is 1. The total energy is -368294.5720 eV. The HOMO energy is -0.113 Eh. For the energy relative to the best compared isomer or geometry (same formula, charge and spin), the calculation gives 0.0 kcal/mol. For the orbital gap, the calculation gives 6.53 eV. As for the charge: -2. The value obtained for the LUMO energy is 0.127 Ha.

***

Record 3
A structure of composition C19H9Br4F2IMnN2O6, computed with the ωB97M-V functional and the def2-TZVPD basis.

Each line ends with the Löwdin charge.
Positions of all 44 atoms, in Å:
Mn1 1.2620 -0.1359 -0.2938  0.860
Br1 4.1315 5.9805 -1.0940  0.741
C1 3.8166 4.1660 -0.7153  -0.737
C2 4.8562 3.3692 -0.1458  -0.734
Br2 6.5271 4.1441 0.2249  0.746
C3 4.6522 2.0397 0.1344  -0.649
Br3 5.9435 0.9011 0.8668  0.820
C4 3.3878 1.4748 -0.1423  -0.371
O1 3.0488 0.2394 0.0709  -0.079
C5 2.3641 2.2601 -0.6848  -0.363
O2 1.2407 1.6155 -0.8640  -0.097
C6 2.5871 3.6187 -0.9866  -0.640
Br4 1.1640 4.5694 -1.7534  0.817
O3 -0.5192 -0.5109 -0.9214  -0.050
C7 -1.1252 -1.5961 -0.9554  -0.155
C8 -0.6029 -2.8467 -0.5268  -0.109
C9 -1.4293 -3.9833 -0.5963  0.065
C10 -0.9223 -5.1886 -0.2107  -0.135
C11 0.4007 -5.3250 0.2440  0.031
C12 1.2172 -4.2324 0.3061  0.039
C13 0.7372 -2.9548 -0.0734  -0.275
O4 1.5357 -1.9374 0.0036  -0.075
N1 -1.7829 -6.3768 -0.2709  -0.357
O5 -1.3052 -7.4310 0.0978  0.082
O6 -2.9085 -6.2357 -0.7058  0.078
H1 -2.1420 -1.5737 -1.3590  0.135
H2 -2.4495 -3.9086 -0.9473  0.135
H3 0.7510 -6.3036 0.5384  0.126
H4 2.2384 -4.3069 0.6518  0.131
F1 1.3067 1.5037 1.9526  0.054
C14 0.6022 0.4516 1.4713  -0.311
F2 0.7420 -0.5749 2.3476  0.037
H5 -0.4497 0.7246 1.3717  0.079
I1 -3.5271 -0.5739 1.6512  0.909
C15 -3.4446 1.3476 0.8126  -0.778
C16 -4.6151 2.0677 0.6190  -0.133
C17 -4.4935 3.3231 0.0469  -0.062
C18 -3.2338 3.7915 -0.3021  -0.052
C19 -2.1377 2.9836 -0.0611  -0.113
N2 -2.2415 1.7717 0.4922  0.012
H6 -5.5732 1.6592 0.9038  0.093
H7 -5.3740 3.9284 -0.1248  0.111
H8 -3.1024 4.7650 -0.7530  0.107
H9 -1.1328 3.2998 -0.3193  0.068

As for the expectation value of S²: 0.828. Its spin multiplicity is 2. The total energy is -360135.4515 eV. The HOMO energy (alpha / beta) is -0.313 / -0.311 Eh. For the orbital gap (alpha / beta), the calculation gives 6.45 / 6.15 eV. As for the charge: 0. The value obtained for the LUMO energy (alpha / beta) is -0.076 / -0.085 Ha.

***

Record 4
The molecule C2 in a non-equilibrium geometry, computed with the ωB97M-V functional and the def2-TZVPD basis.

Each line ends with the Löwdin charge.
Positions of all 2 atoms, in Å:
C1 0.0000 0.0000 0.9218  0.000
C2 0.0000 0.0000 -0.9218  0.000

Its spin multiplicity is 1. The total energy is -2062.0461 eV. The HOMO energy is -0.353 Eh. For the energy relative to the best compared isomer or geometry (same formula, charge and spin), the calculation gives 61.9 kcal/mol. For the orbital gap, the calculation gives 6.53 eV. As for the charge: 0. The value obtained for the LUMO energy is -0.113 Ha.

***

Record 5
A cluster of 2 separate species, C2 in total in a non-equilibrium geometry, computed with the ωB97M-V functional and the def2-TZVPD basis.

Each line ends with the Löwdin charge.
Positions of all 2 atoms, in Å:
C1 0.1424 0.9343 0.5623  0.000
C2 -0.1424 -0.9343 -0.5623  0.000

Its spin multiplicity is 1. The total energy is -2059.7312 eV. The HOMO energy is -0.322 Eh. For the energy relative to the best compared isomer or geometry (same formula, charge and spin), the calculation gives 115.3 kcal/mol. For the orbital gap, the calculation gives 6.26 eV. As for the charge: 0. The value obtained for the LUMO energy is -0.091 Ha.